Entry 1:
{
  "formula": "H39O19",
  "method": "the ωB97M-V functional and the def2-TZVPD basis",
  "gap_ev": 10.16,
  "multiplicity": 1,
  "largest_force_ev_per_a": 17.108,
  "total_charge": 1,
  "symbols": ["O", "O", "O", "O", "O", "O", "O", "O", "O", "O", "O", "O", "O", "O", "O", "O", "O", "O", "O", "H", "H", "H", "H", "H", "H", "H", "H", "H", "H", "H", "H", "H", "H", "H", "H", "H", "H", "H", "H", "H", "H", "H", "H", "H", "H", "H", "H", "H", "H", "H", "H", "H", "H", "H", "H", "H", "H", "H"],
  "positions_angstrom": [[0.762, 3.373, -0.302], [-1.094, -1.211, 0.501], [-3.475, -2.098, -1.981], [-3.508, -0.813, 1.119], [-0.782, -0.609, -2.612], [3.269, -0.891, -1.058], [1.866, -0.523, 1.890], [1.688, 1.369, -3.770], [-0.842, 1.526, 4.244], [-2.545, 2.622, -2.654], [3.294, -1.922, -3.613], [-0.218, 0.755, -0.714], [0.482, 3.578, 2.361], [2.953, -3.247, 0.902], [0.113, -2.198, 3.514], [3.530, 2.024, -0.007], [0.343, -2.919, -0.482], [-4.055, 1.700, 0.461], [-1.077, 1.364, 1.573], [-1.843, -1.769, 0.032], [-0.720, 0.884, 2.193], [3.576, -1.674, -0.641], [-0.226, -1.671, 0.167], [-2.790, -0.366, 1.621], [-2.593, 3.515, -2.345], [-4.244, 0.905, 0.849], [0.715, 2.725, 2.044], [2.222, -1.031, -0.951], [1.720, 0.488, -3.476], [4.463, 1.842, 0.279], [-3.360, 2.423, -3.041], [1.095, 4.281, 1.923], [3.367, -1.284, -2.923], [1.447, -1.177, 2.129], [-0.546, -0.116, -0.243], [-4.166, -1.155, 1.720], [1.060, -3.617, -0.317], [-4.420, -2.119, -1.718], [2.834, -2.628, -3.361], [-2.907, -2.648, -2.477], [-1.404, -1.374, -2.789], [-0.943, 0.691, -1.345], [2.825, -0.149, 2.132], [2.685, -3.624, 1.635], [3.363, 1.145, -0.467], [-4.533, 1.804, -0.297], [1.163, 1.595, -4.478], [3.250, -2.352, 1.077], [-0.150, -3.370, -1.240], [0.179, 1.704, 4.365], [-1.023, 1.152, 4.997], [1.588, 3.340, 0.103], [0.070, -3.151, 3.529], [-1.355, -0.034, -3.125], [-0.275, 1.634, -0.017], [-1.264, 2.379, 1.856], [-0.396, -1.818, 4.283], [0.830, 2.740, -1.058]]
}

---

Entry 2:
{
  "formula": "H39O20",
  "method": "the ωB97M-V functional and the def2-TZVPD basis",
  "gap_ev": 8.75,
  "multiplicity": 1,
  "largest_force_ev_per_a": 2.342,
  "total_charge": -1,
  "symbols": ["O", "O", "O", "O", "O", "O", "O", "O", "O", "O", "O", "O", "O", "O", "O", "O", "O", "O", "O", "O", "H", "H", "H", "H", "H", "H", "H", "H", "H", "H", "H", "H", "H", "H", "H", "H", "H", "H", "H", "H", "H", "H", "H", "H", "H", "H", "H", "H", "H", "H", "H", "H", "H", "H", "H", "H", "H", "H", "H"],
  "positions_angstrom": [[-0.870, -0.395, -2.801], [-1.281, 5.134, -3.328], [2.583, 2.364, 0.501], [-2.208, 0.405, -0.206], [3.283, -4.098, 0.393], [1.680, 0.068, -2.871], [2.107, -2.472, 2.284], [0.137, -5.528, 0.602], [1.409, 0.116, 4.449], [-1.597, -0.338, 4.336], [-0.876, -2.629, 2.303], [3.079, 2.665, -2.984], [-2.917, 3.552, -0.095], [-0.179, 2.668, 0.209], [2.843, -2.011, 4.957], [0.347, 2.491, -2.408], [-3.597, -2.073, -1.671], [2.587, -2.662, -3.017], [-1.584, 1.885, 2.078], [-4.375, 0.109, -3.429], [-2.706, 0.337, 0.615], [-1.843, 0.187, 3.554], [1.899, -2.102, 4.786], [-1.294, -0.076, -1.975], [-0.757, 4.332, -3.325], [3.118, -3.571, -0.424], [-3.693, 0.364, -2.799], [1.673, 0.414, -3.762], [2.148, -1.993, -2.494], [-1.357, 0.056, 0.086], [0.960, -5.222, 0.202], [2.843, -2.115, -3.786], [-4.301, -1.531, -2.047], [1.180, -2.365, 2.023], [2.067, 0.036, 3.750], [1.206, 0.691, -2.298], [0.000, 3.568, 0.501], [1.634, 2.210, 0.702], [-2.888, -1.508, -1.361], [2.159, 2.981, -3.149], [3.191, -3.567, 1.201], [-0.005, -4.893, 1.328], [-1.996, 3.353, -0.348], [-0.405, 1.991, -2.741], [2.867, 2.882, -2.058], [0.172, 2.582, -1.444], [-1.586, -0.805, -3.302], [-1.456, -2.367, 3.024], [2.990, 1.490, 0.474], [-1.528, 2.592, 2.727], [1.684, 0.203, 5.358], [-4.605, 0.912, -3.908], [-1.320, -2.988, 1.534], [-3.381, 2.716, -0.121], [2.060, -3.074, 3.050], [3.163, -1.991, 4.051], [-0.651, -0.315, 4.020], [-0.760, 2.093, 1.432], [-1.053, 5.243, -2.378]]
}

---

Entry 3:
{
  "formula": "H3I3Si2",
  "method": "the ωB97M-V functional and the def2-TZVPD basis",
  "gap_ev": 7.64,
  "multiplicity": 1,
  "largest_force_ev_per_a": 0.912,
  "symbols": ["I", "I", "I", "Si", "Si", "H", "H", "H"],
  "positions_angstrom": [[2.868, 1.679, 2.102], [-0.881, 0.332, -1.128], [3.255, 2.145, -1.741], [2.480, 3.369, 0.293], [-1.817, -1.649, -0.013], [-2.840, -1.137, 0.883], [-0.707, -2.269, 0.687], [-2.358, -2.470, -1.083]]
}

---

Entry 4:
{
  "formula": "H3INPS",
  "method": "the ωB97M-V functional and the def2-TZVPD basis",
  "gap_ev": [8.08, 7.15],
  "multiplicity": 1,
  "largest_force_ev_per_a": 2.375,
  "symbols": ["I", "S", "P", "N", "H", "H", "H"],
  "positions_angstrom": [[5.405, -0.298, 0.166], [3.615, 0.866, -0.787], [-2.102, 0.177, -0.140], [3.586, 0.784, -2.369], [4.107, -0.012, -2.763], [-3.343, 0.995, 0.102], [-1.481, 1.397, -0.781]]
}

---

Entry 5:
{
  "formula": "H3IO3P",
  "method": "the ωB97M-V functional and the def2-TZVPD basis",
  "gap_ev": [4.00, 4.07],
  "multiplicity": 1,
  "largest_force_ev_per_a": 7.209,
  "total_charge": 1,
  "symbols": ["I", "P", "O", "O", "O", "H", "H", "H"],
  "positions_angstrom": [[-3.345, 0.098, -0.080], [-0.957, 0.038, -0.266], [2.092, 1.076, 0.765], [-0.389, -1.132, -1.215], [-0.287, -0.262, 1.104], [-0.717, -0.954, -2.129], [2.916, 1.317, 0.571], [0.687, -0.182, 1.251]]
}

---

Entry 6:
{
  "formula": "H3IP2S",
  "method": "the ωB97M-V functional and the def2-TZVPD basis",
  "gap_ev": [7.13, 6.76],
  "multiplicity": 1,
  "largest_force_ev_per_a": 4.249,
  "symbols": ["I", "S", "P", "P", "H", "H", "H"],
  "positions_angstrom": [[-3.019, 0.493, -0.579], [2.813, 0.677, 0.497], [0.814, 0.510, 0.135], [-2.130, -1.441, 0.519], [-2.337, -2.259, -0.442], [0.452, 1.797, 0.559], [3.406, 0.223, -0.689]]
}

---

Entry 7:
{
  "formula": "H3N2O2P",
  "method": "the ωB97M-V functional and the def2-TZVPD basis",
  "gap_ev": [8.41, 7.52],
  "multiplicity": 1,
  "largest_force_ev_per_a": 3.617,
  "symbols": ["P", "O", "O", "N", "N", "H", "H", "H"],
  "positions_angstrom": [[-0.105, -1.078, 0.242], [0.937, 1.268, 0.254], [2.326, -0.310, -0.390], [1.235, 0.110, -0.039], [-1.199, -0.010, 0.664], [-0.935, 0.988, 0.846], [-2.197, -0.319, 0.513], [-0.062, -0.649, -2.091]]
}

---

Entry 8:
{
  "formula": "H3N2O2P",
  "method": "the ωB97M-V functional and the def2-TZVPD basis",
  "gap_ev": [7.33, 7.33],
  "multiplicity": 1,
  "largest_force_ev_per_a": 8.621,
  "symbols": ["P", "O", "O", "N", "N", "H", "H", "H"],
  "positions_angstrom": [[-1.347, -0.453, -0.424], [-1.853, 0.879, -0.422], [-1.264, -1.278, 0.769], [0.557, 0.390, 0.390], [0.465, -0.012, -0.831], [1.098, 1.273, 0.475], [1.226, -0.658, -1.022], [1.117, -0.141, 1.066]]
}

---

Entry 9:
{
  "formula": "H3N2OP",
  "method": "the ωB97M-V functional and the def2-TZVPD basis",
  "gap_ev": 8.85,
  "multiplicity": 1,
  "largest_force_ev_per_a": 4.837,
  "smiles": "N/N=P/O",
  "symbols": ["P", "O", "N", "N", "H", "H", "H"],
  "positions_angstrom": [[0.485, -0.835, -0.960], [1.897, -0.266, -1.302], [-0.134, 0.103, 0.161], [-1.363, 0.164, 0.617], [-1.817, -0.677, 0.985], [-1.462, 0.989, 1.309], [2.395, 0.522, -0.810]]
}

---

Entry 10:
{
  "formula": "H3N2PS",
  "method": "the ωB97M-V functional and the def2-TZVPD basis",
  "gap_ev": [7.91, 7.38],
  "multiplicity": 1,
  "largest_force_ev_per_a": 4.423,
  "smiles": "N/N=P/S",
  "symbols": ["S", "P", "N", "N", "H", "H", "H"],
  "positions_angstrom": [[-2.513, -0.410, 0.680], [-1.036, 1.033, 0.370], [0.380, -0.178, 0.257], [1.518, 0.171, -0.325], [-2.352, -1.274, -0.365], [1.698, 1.074, -0.564], [2.306, -0.415, -0.053]]
}

---

Entry 11:
{
  "formula": "H3N2PS",
  "method": "the ωB97M-V functional and the def2-TZVPD basis",
  "gap_ev": [6.03, 8.88],
  "multiplicity": 3,
  "s2": 2.008,
  "largest_force_ev_per_a": 3.933,
  "symbols": ["S", "P", "N", "N", "H", "H", "H"],
  "positions_angstrom": [[2.530, 0.739, -0.333], [2.784, -1.053, 0.343], [-0.916, -0.082, 0.391], [-1.052, 0.829, -0.508], [-1.127, 0.389, -1.512], [-0.989, 0.200, 1.414], [-1.230, -1.022, 0.205]]
}

---

Entry 12:
{
  "formula": "H3N3O",
  "method": "the ωB97M-V functional and the def2-TZVPD basis",
  "gap_ev": 11.02,
  "multiplicity": 1,
  "largest_force_ev_per_a": 1.674,
  "smiles": "N#[N+][O-].N",
  "symbols": ["O", "N", "N", "N", "H", "H", "H"],
  "positions_angstrom": [[-1.365, -0.086, 0.072], [-2.179, 0.610, -1.931], [-1.827, 0.255, -0.941], [1.470, -0.454, 0.756], [2.064, 0.236, 0.274], [0.681, -0.540, 0.128], [1.157, -0.020, 1.642]]
}